# 1
Below is a molecular structure, C39H51BiCl3N3O4P2 at a distorted geometry, with properties calculated with ωB97M-V/def2-TZVPD.

Computed properties:
**Relative energy (zero: lowest compared OMol25 entry of this formula, charge and spin)**: 5.426 eV
**Electronic energy**: -4259.63196 Eh
**LUMO (alpha / beta)**: -0.24 / -0.40 eV
**Molecular weight**: 1003.1 g mol⁻¹

Geometry as XYZ:
```
103
Properties=species:S:1:pos:R:3:lowdin_charge:R:1
Bi 0.081 0.446 1.568 1.42
C 3.812 2.348 -0.306 -0.12
C 4.009 0.982 0.368 -0.52
C 4.551 1.119 1.792 -0.13
P 2.429 -0.044 0.431 0.92
C 2.986 -1.852 0.817 -0.49
C 4.482 -2.201 0.681 -0.11
C 2.301 -2.306 2.125 -0.14
C 1.913 -0.036 -1.345 -0.31
C 2.238 -0.965 -2.314 -0.07
C 1.708 -0.918 -3.606 -0.28
C 2.355 -1.709 -4.690 -0.08
C 0.672 0.044 -3.899 -0.02
C 0.309 0.939 -2.913 -0.04
C 0.918 0.922 -1.629 -0.32
N 0.523 1.799 -0.589 -0.11
C 0.004 2.997 -0.834 -0.33
C 0.264 3.683 -2.068 -0.05
C -0.585 4.654 -2.579 -0.04
C -1.640 5.155 -1.787 -0.28
C -2.678 6.021 -2.394 -0.08
C -1.857 4.568 -0.498 -0.07
C -1.047 3.553 -0.011 -0.33
P -1.284 2.921 1.598 0.89
C -3.040 2.699 1.921 -0.54
C -3.885 3.974 2.238 -0.08
C -3.686 1.830 0.821 -0.10
C -0.596 4.115 2.821 -0.51
C -0.889 5.635 2.545 -0.10
C -0.905 3.726 4.305 -0.12
H 4.729 3.011 -0.237 0.10
H 3.680 2.253 -1.364 0.06
H 3.002 2.922 0.099 0.05
H 4.658 0.507 -0.321 0.08
H 5.366 1.812 1.842 0.06
H 3.855 1.599 2.493 0.07
H 4.937 0.222 2.255 0.05
H 2.335 -2.389 0.065 0.09
H 4.560 -3.253 0.559 0.06
H 4.859 -1.666 -0.226 0.07
H 5.230 -1.955 1.530 0.10
H 2.977 -2.675 2.908 0.08
H 1.733 -1.493 2.538 -0.03
H 1.602 -3.100 1.880 0.07
H 3.094 -1.656 -2.141 0.12
H 3.004 -2.488 -4.234 0.08
H 1.638 -2.296 -5.281 0.07
H 2.995 -1.100 -5.364 0.09
H 0.274 0.122 -4.920 0.11
H -0.589 1.607 -3.095 0.12
H 1.204 3.337 -2.511 0.12
H -0.392 4.938 -3.594 0.11
H -3.038 5.788 -3.430 0.09
H -3.549 6.004 -1.758 0.06
H -2.250 7.039 -2.482 0.08
H -2.627 5.035 0.133 0.09
H -3.060 2.013 2.762 0.08
H -4.187 4.458 1.285 0.08
H -4.799 3.704 2.750 0.07
H -3.425 4.706 2.872 0.05
H -3.777 2.410 -0.091 0.06
H -3.194 0.896 0.505 0.07
H -4.676 1.522 1.204 0.09
H 0.518 4.011 2.761 0.10
H -1.626 5.835 1.760 0.05
H -1.294 6.050 3.461 0.06
H 0.062 6.154 2.335 0.08
H -1.926 3.949 4.527 0.05
H -0.891 2.635 4.383 0.04
H -0.168 4.196 4.977 0.09
O -3.638 -4.565 3.154 0.14
C -2.315 -4.372 3.268 -0.45
O -1.480 -5.272 3.060 0.09
C -1.950 -2.957 3.603 -0.04
C -1.439 -2.448 4.808 -0.01
N -1.190 -1.112 4.666 0.03
N -1.398 -0.726 3.310 -0.07
C -1.765 -1.826 2.674 -0.19
C -1.816 -1.891 1.154 -0.52
O -2.502 -2.849 0.697 0.04
O -1.092 -1.021 0.408 -0.32
H -4.147 -3.771 3.099 0.11
H -1.260 -2.939 5.725 0.12
H -1.055 -0.456 5.427 0.15
Cl -3.906 1.741 -3.626 0.48
C -4.088 0.183 -4.472 -1.03
Cl -4.823 -1.139 -3.534 0.50
H -3.089 -0.113 -4.809 0.02
H -4.657 0.352 -5.414 0.04
Cl 1.095 -6.105 -4.742 0.67
C 1.054 -6.719 -3.105 -0.61
C 1.130 -8.069 -2.893 -0.10
C 1.199 -8.549 -1.541 -0.07
C 1.020 -7.712 -0.445 -0.11
C 0.823 -6.367 -0.648 -0.01
C 0.855 -5.796 -2.028 -0.30
C 0.795 -4.444 -2.229 0.06
H 1.363 -8.666 -3.746 0.09
H 1.289 -9.610 -1.298 0.10
H 0.876 -8.103 0.556 0.11
H 0.480 -5.754 0.176 0.10
H 0.556 -3.753 -1.443 0.05
H 0.770 -3.933 -3.210 0.04
```

=====

# 2
Below is a molecular structure, C39H51F9N2O6PPtS at a distorted geometry, with properties calculated with ωB97M-V/def2-TZVPD.

Computed properties:
**Relative energy (zero: lowest compared OMol25 entry of this formula, charge and spin)**: 2.011 eV
**Electronic energy**: -3835.14779 Eh
**LUMO (alpha / beta)**: -0.23 / -2.93 eV
**Molecular weight**: 1072.9 g mol⁻¹
**Expectation value of S²**: 8.8118
**Spin multiplicity**: 6

Geometry as XYZ:
```
110
Properties=species:S:1:pos:R:3:mulliken_spin:R:1
Pt 0.322 0.244 0.261 1.18
O -1.719 -0.786 -0.999 0.29
P -2.009 -1.093 -2.427 0.06
C -2.200 -2.931 -2.628 -0.01
C -0.852 -3.616 -2.356 -0.11
C -0.210 -4.138 -3.634 0.00
C -1.089 -5.223 -4.265 0.00
C -2.584 -4.907 -4.100 0.00
C -2.826 -3.408 -3.939 0.00
C -0.579 -0.535 -3.484 0.01
C -0.041 0.798 -2.965 0.00
C 0.964 1.369 -3.955 0.01
C 0.257 1.789 -5.252 0.00
C -0.966 0.916 -5.546 0.00
C -0.792 -0.499 -5.005 0.00
C -3.608 -0.299 -2.959 0.01
C -3.531 1.203 -2.665 0.00
C -4.899 1.763 -2.288 0.00
C -5.367 1.169 -0.958 0.00
C -4.923 -0.293 -0.822 0.00
C -4.776 -0.937 -2.196 0.00
H -2.878 -3.191 -1.804 0.00
H -1.002 -4.455 -1.675 -0.01
H -0.182 -2.917 -1.845 0.12
H 0.772 -4.553 -3.403 0.00
H -0.070 -3.320 -4.341 0.00
H -0.875 -6.186 -3.800 0.00
H -0.840 -5.312 -5.324 0.00
H -2.978 -5.417 -3.220 0.00
H -3.138 -5.278 -4.964 0.00
H -3.900 -3.210 -3.939 0.00
H -2.400 -2.891 -4.798 0.00
H 0.182 -1.294 -3.255 0.01
H 0.431 0.615 -1.971 0.23
H -0.843 1.515 -2.799 -0.02
H 1.722 0.617 -4.175 0.00
H 1.478 2.234 -3.536 0.00
H 0.963 1.722 -6.081 0.00
H -0.064 2.829 -5.177 0.00
H -1.130 0.862 -6.624 0.00
H -1.863 1.361 -5.114 0.00
H 0.079 -0.949 -5.487 0.00
H -1.664 -1.091 -5.280 0.00
H -3.727 -0.484 -4.031 0.00
H -3.145 1.736 -3.535 0.00
H -2.850 1.369 -1.828 -0.01
H -5.615 1.533 -3.079 0.00
H -4.843 2.851 -2.213 0.00
H -6.455 1.239 -0.895 0.00
H -4.956 1.747 -0.130 0.00
H -5.651 -0.846 -0.225 0.00
H -3.961 -0.351 -0.313 -0.01
H -5.699 -0.800 -2.764 0.00
H -4.626 -2.011 -2.081 0.00
C -2.207 3.975 -0.124 0.03
C -1.470 2.774 0.492 -0.04
O -1.412 2.667 1.707 0.01
O -0.989 1.989 -0.368 0.29
H -2.151 4.823 0.553 0.00
H -3.251 3.699 -0.257 0.00
H -1.758 4.211 -1.084 0.00
S 0.189 -3.119 1.008 0.38
C 0.438 -1.768 0.271 0.91
F 5.635 0.119 2.272 0.00
C 4.323 0.372 2.272 0.00
F 4.013 0.795 3.500 0.00
F 4.146 1.411 1.451 0.00
C 3.414 -0.838 1.870 0.03
O 2.143 -0.483 1.801 0.35
C 3.990 -1.386 0.529 0.00
F 3.280 -2.405 0.043 0.00
F 5.252 -1.815 0.632 0.00
F 3.966 -0.432 -0.408 0.00
C 3.611 -1.925 2.985 0.03
F 4.842 -1.932 3.510 0.00
F 2.762 -1.711 3.990 0.00
F 3.381 -3.163 2.541 0.00
O 3.203 7.422 0.250 0.00
C 2.390 6.806 -0.727 0.00
N 3.167 5.907 -1.513 0.00
C 3.292 4.551 -1.394 0.00
O 3.821 3.907 -2.281 0.00
C 2.707 3.905 -0.195 0.01
C 2.748 4.441 1.110 0.00
C 2.145 3.735 2.134 0.01
C 1.529 2.523 1.865 -0.03
N 1.527 2.010 0.625 0.09
C 2.115 2.659 -0.362 0.00
H 2.684 8.067 0.742 0.00
H 1.962 7.574 -1.391 0.00
H 1.572 6.242 -0.254 0.00
H 3.700 6.304 -2.275 0.00
H 3.270 5.366 1.302 0.00
H 2.144 4.121 3.142 0.00
H 1.055 1.942 2.640 0.01
H 2.131 2.201 -1.343 0.00
C -0.704 -0.158 2.851 0.23
C -1.544 -0.089 3.940 0.04
C -1.282 -0.913 5.077 0.21
C -2.093 -0.861 6.181 -0.10
C -3.195 -0.011 6.216 0.23
C -3.471 0.807 5.121 -0.12
C -2.670 0.779 4.007 0.20
H 0.175 -0.781 2.870 0.15
H -0.877 0.493 1.969 0.25
H -0.424 -1.566 5.044 0.03
H -1.872 -1.483 7.037 0.00
H -3.828 0.022 7.091 0.02
H -4.322 1.471 5.160 0.00
H -2.852 1.443 3.175 0.04
```

=====

# 3
Below is a molecular structure, C39H51IN9O2PSScTe, with properties calculated with ωB97M-V/def2-TZVPD.

Computed properties:
**Charge**: +3
**Relative energy (zero: lowest compared OMol25 entry of this formula, charge and spin)**: 1.394 eV
**Electronic energy**: -4225.35715 Eh
**LUMO**: -8.31 eV
**Molecular weight**: 1040.4 g mol⁻¹

Geometry as XYZ:
```
106
Properties=species:S:1:pos:R:3:lowdin_charge:R:1
Sc 0.836 -0.072 0.625 0.84
C 1.275 -4.515 -0.859 0.02
C 1.468 -3.077 -0.511 -0.27
N 1.126 -2.533 0.598 -0.01
N 0.691 -3.337 1.612 0.00
C 0.742 -2.825 2.869 -0.78
N 0.558 -3.673 3.870 0.16
S 1.031 -1.193 3.140 0.82
C 2.313 -2.188 -1.341 -0.26
C 3.129 -2.695 -2.334 0.03
C 4.161 -1.901 -2.825 0.01
C 4.343 -0.645 -2.286 -0.01
C 3.445 -0.197 -1.326 -0.17
N 2.433 -0.931 -0.873 -0.01
H 2.108 -5.122 -0.493 0.12
H 0.342 -4.904 -0.449 0.08
H 1.218 -4.644 -1.938 0.10
H 0.689 -4.338 1.470 0.15
H 0.479 -4.670 3.738 0.14
H 0.586 -3.328 4.816 0.13
H 3.005 -3.707 -2.691 0.13
H 4.826 -2.281 -3.589 0.14
H 5.158 -0.006 -2.597 0.13
H 3.549 0.785 -0.891 0.10
N 1.296 3.791 5.892 0.22
C 1.843 3.077 4.893 -0.50
O 2.765 2.292 5.016 0.07
C 1.261 3.258 3.517 -0.10
C 1.124 4.476 2.865 0.04
C 0.760 4.463 1.527 0.01
C 0.580 3.247 0.890 -0.13
N 0.703 2.068 1.514 -0.04
C 1.015 2.099 2.814 -0.12
H 1.712 3.734 6.809 0.14
H 0.536 4.431 5.746 0.12
H 1.321 5.409 3.378 0.14
H 0.641 5.380 0.966 0.13
H 0.313 3.211 -0.150 0.03
H 1.126 1.157 3.328 0.04
Te -1.582 -0.913 -1.425 1.47
C -2.110 -2.860 -1.995 -0.51
C -2.138 -3.124 -3.362 -0.13
C -2.517 -4.385 -3.807 -0.05
C -2.865 -5.371 -2.897 -0.05
C -2.829 -5.108 -1.534 -0.06
C -2.445 -3.854 -1.079 -0.15
C -3.423 -0.101 -0.808 -0.49
C -3.781 1.152 -1.287 -0.13
C -5.001 1.707 -0.920 -0.05
C -5.866 1.004 -0.098 -0.05
C -5.515 -0.259 0.359 -0.05
C -4.292 -0.814 0.010 -0.13
H -1.887 -2.353 -4.079 0.09
H -2.552 -4.589 -4.869 0.12
H -3.170 -6.347 -3.249 0.12
H -3.107 -5.878 -0.826 0.12
H -2.429 -3.662 -0.014 0.07
H -3.133 1.700 -1.958 0.06
H -5.282 2.681 -1.300 0.12
H -6.823 1.430 0.171 0.12
H -6.201 -0.820 0.981 0.12
H -4.039 -1.806 0.357 0.09
C -1.168 3.780 -2.014 -0.13
C -0.731 2.539 -2.784 -0.41
P 0.731 1.611 -2.157 0.89
C 2.085 2.845 -2.396 -0.39
C 2.140 3.522 -3.766 -0.11
C 1.036 0.379 -3.509 -0.43
C 0.219 0.494 -4.795 -0.13
H -1.931 4.311 -2.582 0.09
H -0.348 4.483 -1.857 0.07
H -1.605 3.533 -1.043 0.06
H -0.489 2.815 -3.811 0.08
H -1.551 1.824 -2.863 0.02
H 3.032 2.335 -2.208 0.06
H 1.996 3.597 -1.609 0.07
H 2.156 2.793 -4.577 0.07
H 3.044 4.123 -3.852 0.09
H 1.293 4.189 -3.925 0.08
H 0.883 -0.615 -3.083 0.01
H 2.101 0.447 -3.744 0.08
H -0.851 0.414 -4.604 0.06
H 0.494 -0.314 -5.474 0.09
H 0.398 1.430 -5.322 0.07
N 4.315 1.833 2.313 0.25
C 3.773 0.640 2.102 -0.58
O 2.802 0.520 1.328 -0.20
C 4.379 -0.515 2.841 -0.54
I 4.684 -2.220 1.625 1.00
H 3.860 2.656 1.943 0.14
H 5.040 1.966 3.002 0.14
H 3.705 -0.796 3.649 0.04
H 5.349 -0.255 3.253 0.06
N -1.843 -2.168 2.049 0.11
C -2.194 -0.919 2.509 -0.43
C -3.164 -0.803 3.513 0.00
C -3.573 0.444 3.906 -0.03
C -3.026 1.557 3.265 -0.04
C -2.049 1.348 2.326 -0.14
N -1.566 0.134 1.971 0.04
H -2.484 -2.910 2.285 0.11
H -1.536 -2.184 1.088 -0.01
H -3.600 -1.698 3.938 0.13
H -4.328 0.556 4.672 0.13
H -3.360 2.560 3.483 0.12
H -1.642 2.197 1.804 0.10
```

=====

# 4
Below is a molecular structure, C39H52FN3P2SSiV at a distorted geometry, with properties calculated with ωB97M-V/def2-TZVPD.

Computed properties:
**Charge**: +1
**Electronic energy**: -4095.61054 Eh
**LUMO (alpha / beta)**: -2.91 / -2.34 eV
**Molecular weight**: 754.9 g mol⁻¹
**Expectation value of S²**: 2.3036
**Spin multiplicity**: 3

Geometry as XYZ:
```
100
Properties=species:S:1:pos:R:3:mulliken_spin:R:1
V 0.352 0.410 0.615 2.15
C 1.460 2.075 1.041 0.01
Si 0.127 2.793 2.171 -0.10
C -0.115 1.233 3.287 0.06
N -0.311 0.035 2.460 -0.13
C -1.720 -0.240 2.193 0.17
C -2.524 -0.705 3.416 0.01
C -1.839 -1.882 4.106 0.00
C -0.381 -1.540 4.387 0.02
C 0.293 -1.148 3.070 0.20
C -1.542 3.201 1.355 -0.02
C -1.669 3.386 -0.017 0.01
C -2.869 3.799 -0.572 0.01
C -3.964 4.030 0.243 0.00
C -3.857 3.850 1.612 0.00
C -2.655 3.442 2.159 0.00
C 0.703 4.290 3.173 0.00
C 0.150 5.550 2.967 0.00
C 0.657 6.660 3.616 0.00
C 1.731 6.528 4.479 0.00
C 2.290 5.281 4.698 0.00
C 1.780 4.174 4.047 0.00
H 2.331 1.782 1.638 0.02
H 1.799 2.787 0.287 -0.01
H -0.917 1.360 4.013 0.00
H 0.805 1.115 3.863 0.00
H -1.755 -1.057 1.461 -0.04
H -2.179 0.665 1.772 -0.03
H -3.518 -1.000 3.076 0.00
H -2.657 0.114 4.126 0.00
H -1.881 -2.762 3.461 0.00
H -2.359 -2.117 5.036 0.00
H 0.134 -2.399 4.816 0.00
H -0.317 -0.718 5.103 0.00
H 0.163 -1.982 2.372 -0.02
H 1.363 -0.956 3.223 -0.03
H -0.804 3.233 -0.649 -0.01
H -2.945 3.961 -1.637 0.00
H -4.895 4.363 -0.187 0.00
H -4.704 4.043 2.252 0.00
H -2.572 3.324 3.231 0.00
H -0.685 5.658 2.288 0.00
H 0.217 7.631 3.446 0.00
H 2.134 7.395 4.977 0.00
H 3.127 5.173 5.372 0.00
H 2.227 3.205 4.214 0.00
C 1.895 -2.917 0.568 -0.01
P 1.834 -1.243 -0.184 0.08
C 3.636 -0.862 -0.131 0.05
C 1.471 -1.715 -1.918 0.02
C 2.200 -2.686 -2.599 0.00
C 1.819 -3.083 -3.870 0.00
C 0.694 -2.529 -4.461 0.00
C -0.017 -1.543 -3.800 -0.01
C 0.377 -1.111 -2.541 0.03
P -0.460 0.222 -1.603 -0.06
C -1.913 -0.974 -1.199 -0.13
C -1.525 1.230 -2.706 0.02
H 2.569 -3.553 -0.007 0.00
H 0.893 -3.352 0.577 -0.01
H 2.261 -2.842 1.592 0.00
H 4.183 -1.505 -0.824 0.00
H 3.983 -1.062 0.884 0.00
H 3.839 0.181 -0.371 -0.01
H 3.078 -3.131 -2.153 0.00
H 2.395 -3.825 -4.403 0.00
H 0.380 -2.851 -5.443 0.00
H -0.883 -1.109 -4.278 0.00
H -2.336 -1.338 -2.138 -0.01
H -2.706 -0.475 -0.642 0.01
H -1.554 -1.834 -0.627 -0.01
H -1.733 0.675 -3.619 0.00
H -1.080 2.183 -2.963 0.00
H -2.463 1.405 -2.182 0.00
S -1.446 -3.880 1.002 0.00
C -1.475 -5.090 -0.118 0.00
N -1.118 -4.978 -1.410 0.00
C -1.225 -6.234 -2.125 0.00
C -1.848 -7.174 -1.074 0.00
N -1.846 -6.356 0.124 0.00
H -0.714 -4.150 -1.808 0.00
H -0.238 -6.578 -2.448 0.00
H -1.866 -6.126 -3.003 0.00
H -1.253 -8.078 -0.925 0.00
H -2.867 -7.469 -1.346 0.00
H -2.257 -6.650 0.992 0.00
F 2.955 0.177 -7.160 0.00
C 2.584 0.547 -5.918 -0.03
C 1.562 1.464 -5.761 0.01
C 1.155 1.796 -4.484 -0.03
C 1.742 1.213 -3.360 0.02
C 1.235 1.430 -1.999 -0.18
C 2.823 0.354 -3.568 -0.03
C 3.246 0.005 -4.830 0.01
H 1.104 1.911 -6.630 0.00
H 0.385 2.542 -4.370 0.00
H 0.890 2.450 -1.841 -0.02
H 2.001 1.179 -1.265 0.03
H 3.344 -0.043 -2.712 -0.01
H 4.081 -0.660 -4.982 0.00
```